No. 1
Molecular formula: C28H70B2BrClFLiN6O7S
Method: DFT, ωB97M-V/def2-TZVPD

* E_LUMO: -3.1382 eV
* HOMO: -4.072 eV
* frontier orbital gap: 0.934 eV
* calculated total energy: -151114.6373 eV

Geometry (Å):
Br1 0.641 -0.631 -6.047
Cl1 -2.903 9.596 -5.672
S1 -0.740 5.815 -4.142
F1 -3.617 7.357 -5.393
O1 3.169 0.100 -0.226
O2 -2.031 0.092 -3.783
O3 -1.511 5.732 -2.782
O4 0.150 6.901 -4.035
O5 1.442 1.221 2.290
O6 -1.715 5.839 -5.178
O7 -4.589 -4.576 2.827
N1 2.495 -2.032 0.667
N2 -2.854 0.850 -1.639
N3 0.788 0.149 -1.927
N4 -3.110 -1.349 5.232
N5 0.204 3.401 -1.147
N6 -0.490 -1.616 1.136
C1 0.345 1.944 -3.458
C2 5.573 -3.206 -2.904
C3 -3.357 -1.362 7.707
C4 -4.525 -1.569 5.003
C5 -0.243 1.197 -2.277
C6 0.320 1.143 0.166
C7 -3.509 -0.431 -1.345
C8 6.424 -3.643 -1.722
C9 -2.369 -0.845 4.090
C10 5.965 -4.977 -1.144
C11 1.221 -0.909 -2.945
C12 1.971 -3.257 0.067
C13 -2.602 0.604 3.640
C14 4.548 -2.142 -2.530
C15 -5.462 -0.355 4.961
C16 3.421 -2.013 -3.545
C17 -0.475 -1.115 -0.236
C18 -0.558 3.074 -3.975
C19 2.654 -0.683 -3.410
C20 -2.771 -0.683 6.479
C21 2.705 1.067 4.326
C22 0.742 -0.239 -0.481
C23 2.505 -2.039 2.123
C24 2.720 1.452 2.872
C25 -0.287 2.034 -0.992
C26 1.286 1.894 1.051
C27 -3.795 1.867 -2.131
C28 0.252 4.346 -4.247
B1 2.165 -0.781 0.016
B2 -1.760 0.687 -2.607
Li1 -2.269 6.763 -6.964
H1 -1.683 -0.692 6.573
H2 1.168 -3.096 -0.643
H3 -0.522 0.979 0.824
H4 4.879 -5.014 -1.114
H5 1.638 0.723 -1.938
H6 5.076 -1.198 -2.429
H7 -1.317 3.351 -3.257
H8 4.160 -2.385 -1.542
H9 1.985 1.681 4.853
H10 1.319 2.351 -3.189
H11 1.214 3.427 -1.227
H12 3.020 2.494 2.786
H13 -2.984 -1.275 -1.781
H14 2.764 -3.769 -0.473
H15 -1.304 -0.961 4.314
H16 0.825 2.857 1.267
H17 3.670 1.334 4.741
H18 1.645 -2.575 2.510
H19 -0.590 -0.849 1.795
H20 -0.968 2.779 -4.934
H21 -3.949 -3.856 3.109
H22 -3.541 0.721 3.100
H23 0.627 -0.968 -3.930
H24 3.226 -0.046 -2.743
H25 2.482 -1.049 2.550
H26 2.525 0.014 4.491
H27 0.536 1.268 -4.283
H28 -1.372 -0.527 -0.421
H29 -5.324 -4.690 3.497
H30 -3.074 0.375 6.484
H31 1.662 -3.942 0.845
H32 -3.029 -2.400 7.775
H33 2.587 -0.273 -4.410
H34 -6.494 -0.680 5.108
H35 -4.196 2.442 -1.302
H36 -2.557 -1.512 3.239
H37 -4.634 1.416 -2.652
H38 3.385 -2.545 2.518
H39 2.235 2.114 0.572
H40 -4.960 -4.386 1.910
H41 -3.568 -0.585 -0.269
H42 5.060 -4.067 -3.326
H43 -4.632 -2.127 4.066
H44 -0.096 3.973 -0.372
H45 -3.022 -0.842 8.604
H46 -1.974 0.663 -4.566
H47 0.736 4.335 -5.214
H48 6.328 -5.808 -1.735
H49 6.406 -2.909 -0.923
H50 -4.447 -1.341 7.712
H51 6.319 -5.124 -0.131
H52 6.212 -2.789 -3.674
H53 7.453 -3.763 -2.043
H54 -4.528 -0.470 -1.716
H55 -3.328 2.536 -2.845
H56 -2.368 5.304 -2.967
H57 3.887 -2.085 -4.521
H58 -1.803 0.908 2.959
H59 4.010 -0.362 -0.072
H60 2.757 -2.859 -3.399
H61 3.458 0.845 2.354
H62 -1.344 -2.154 1.238
H63 -5.427 0.158 4.002
H64 1.007 4.497 -3.491
H65 -1.292 2.175 -0.623
H66 -4.890 -2.252 5.775
H67 -5.233 0.365 5.746
H68 1.149 -1.885 -2.485
H69 -0.532 -1.954 -0.922
H70 -2.592 1.302 4.476

Cartesian forces (eV/Å) of the 3 atoms listed first:
Br -0.273 0.141 -0.779
Cl 0.457 0.472 -0.396
S 0.712 0.739 -0.640



No. 2
Molecular formula: C4H8O
Method: DFT, ωB97M-V/def2-TZVPD

* ΔE to the lowest compared entry with this formula, charge and spin: 65.9 kcal/mol
* E_LUMO: 1.0108 eV
* SMILES string: C=CO.C=C
* HOMO: -9.880 eV
* frontier orbital gap: 10.891 eV
* calculated total energy: -6322.3104 eV

Geometry (Å):
O1 3.156 -2.170 -2.333
C1 4.397 -1.517 -2.199
C2 -5.255 2.117 3.203
C3 -5.553 2.734 2.075
C4 5.462 -2.240 -1.881
H1 -6.526 2.832 1.620
H2 3.077 -2.764 -3.070
H3 5.453 -3.307 -1.727
H4 4.321 -0.697 -2.929
H5 -5.957 1.589 3.863
H6 -4.699 3.143 1.534
H7 6.434 -1.763 -1.863
H8 -4.310 2.043 3.708

Cartesian forces (eV/Å) of the 3 atoms listed first:
O -0.560 0.541 1.514
C -0.994 -2.131 -2.970
C -1.170 -0.799 1.341



No. 3
Molecular formula: C20H24N2O4S2
Method: DFT, ωB97M-V/def2-TZVPD

* ΔE to the lowest compared entry with this formula, charge and spin: 0.0 kcal/mol
* E_LUMO: 0.3756 eV
* SMILES string: Cc1ccc(S[C@@H](C)C(=O)Nc2ccc(S(=O)(=O)N3CCOCC3)cc2)cc1
* HOMO: -8.875 eV
* frontier orbital gap: 9.251 eV
* calculated total energy: -53970.4215 eV

Geometry (Å):
S1 -0.621 4.048 2.774
S2 0.839 -1.739 -3.260
O1 -0.211 -2.719 -3.242
O2 0.934 -0.864 -4.391
O3 4.325 -4.479 -3.085
O4 -0.703 0.467 3.099
N1 2.349 -2.477 -3.080
N2 0.748 1.533 1.692
C1 -3.204 2.037 0.411
C2 -3.209 3.120 2.959
C3 -0.057 -1.140 -0.724
C4 0.777 -0.773 -1.762
C5 1.595 0.337 -1.660
C6 -2.091 3.241 2.152
C7 0.110 2.636 3.726
C8 -4.324 1.876 1.219
C9 3.772 -4.016 -1.877
C10 1.576 1.088 -0.503
C11 -2.093 2.720 0.868
C12 -0.568 2.424 5.065
C13 -0.003 1.413 2.829
C14 2.338 -3.517 -2.071
C15 -4.315 2.436 2.491
C16 -5.510 1.102 0.736
C17 -0.078 -0.398 0.442
C18 4.316 -3.470 -4.070
C19 0.741 0.725 0.559
C20 2.895 -2.972 -4.331
H1 1.688 -4.348 -2.381
H2 -6.432 1.503 1.152
H3 1.953 -3.090 -1.144
H4 -0.726 -0.671 1.258
H5 2.282 -3.797 -4.722
H6 -5.423 0.062 1.052
H7 -5.571 1.120 -0.349
H8 -0.613 3.358 5.618
H9 2.223 0.600 -2.496
H10 -1.233 2.848 0.229
H11 -3.214 3.562 3.944
H12 4.740 -3.918 -4.969
H13 4.942 -2.626 -3.745
H14 1.285 2.387 1.601
H15 -1.573 2.038 4.914
H16 -0.010 1.692 5.645
H17 -5.183 2.333 3.126
H18 3.797 -4.860 -1.186
H19 4.384 -3.193 -1.477
H20 -3.195 1.620 -0.585
H21 1.155 2.929 3.857
H22 2.202 1.965 -0.414
H23 -0.691 -2.004 -0.849
H24 2.884 -2.147 -5.043

Cartesian forces (eV/Å) of the 3 atoms listed first:
S -0.089 -0.057 0.081
S 0.334 0.071 0.337
O 0.018 -0.029 0.281



No. 4
Molecular formula: H5NOSSi
Method: DFT, ωB97M-V/def2-TZVPD

* ΔE to the lowest compared entry with this formula, charge and spin: 19.6 kcal/mol
* E_LUMO: 0.5750 eV
* SMILES string: N[Si@@H](O)S
* HOMO: -9.283 eV
* frontier orbital gap: 9.858 eV
* calculated total energy: -22333.3752 eV

Geometry (Å):
S1 -1.613 -0.132 -1.709
Si1 -0.283 -0.535 0.342
O1 -0.964 0.369 1.464
N1 1.412 0.113 0.219
H1 1.874 0.041 -0.635
H2 2.089 -0.150 0.947
H3 -1.096 0.990 -2.142
H4 -0.930 1.203 0.995
H5 -0.489 -1.899 0.520

Cartesian forces (eV/Å) of the 3 atoms listed first:
S 1.066 -1.293 2.127
Si 1.746 1.713 -3.360
O -0.665 0.205 0.842



No. 5
Molecular formula: H18O9
Method: DFT, ωB97M-V/def2-TZVPD

* ΔE to the lowest compared entry with this formula, charge and spin: 153.9 kcal/mol
* E_LUMO: -0.1302 eV
* SMILES string: O.O.O.O.O.O.O.O.O
* HOMO: -9.755 eV
* frontier orbital gap: 9.625 eV
* calculated total energy: -18715.4602 eV

Geometry (Å):
O1 -3.251 -1.396 2.318
O2 0.470 0.484 0.340
O3 -0.610 3.747 -0.394
O4 0.447 -1.427 -2.838
O5 -1.156 -3.410 0.083
O6 4.163 0.994 -0.854
O7 1.431 -1.136 -1.276
O8 3.147 0.571 3.363
O9 -4.403 2.053 -0.698
H1 -4.841 2.922 -0.809
H2 0.782 -2.192 -2.339
H3 1.409 0.299 0.327
H4 2.203 -1.043 -0.604
H5 -2.433 -1.827 2.028
H6 3.759 0.771 -1.760
H7 -1.332 -4.332 0.360
H8 -0.425 -1.370 -2.498
H9 -3.763 2.002 -1.329
H10 -0.748 3.569 0.546
H11 -1.293 4.359 -0.467
H12 0.668 -1.512 -0.853
H13 0.274 1.155 -0.411
H14 -0.888 -3.554 -0.780
H15 2.653 0.783 2.530
H16 -3.054 -1.352 3.231
H17 3.420 -0.271 3.108
H18 3.371 1.111 -0.325

Cartesian forces (eV/Å) of the 3 atoms listed first:
O 0.518 -0.506 -1.205
O -1.341 2.353 -0.728
O 1.287 -1.496 1.027



No. 6
Molecular formula: C10H4AuN2O4
Method: DFT, ωB97M-V/def2-TZVPD

* ΔE to the lowest compared entry with this formula, charge and spin: 0.0 kcal/mol
* spin multiplicity: 3
* <S²>: 2.0310
* E_LUMO (spin up / spin down): -12.7143 / -18.0907 eV
* HOMO (spin up / spin down): -21.225 / -21.973 eV
* frontier orbital gap (spin up / spin down): 8.511 / 3.882 eV
* charge: +3
* calculated total energy: -25257.4125 eV

Geometry (Å):
Au1 1.228 0.051 -1.787
O1 2.727 -0.969 -4.455
O2 3.835 1.856 -0.974
O3 -1.301 1.190 -3.264
O4 1.159 -3.258 -0.472
N1 -3.181 0.372 4.436
N2 -0.032 0.059 0.032
C1 -0.314 0.829 -2.806
C2 2.888 1.230 -1.066
C3 -1.644 0.213 2.287
C4 2.224 -0.608 -3.491
C5 0.440 0.589 1.169
C6 -1.292 -0.392 -0.002
C7 1.486 -2.329 -1.032
C8 -0.329 0.677 2.321
C9 -2.506 0.309 3.491
C10 -2.128 -0.336 1.101
H1 1.456 0.939 1.159
H2 -1.645 -0.821 -0.927
H3 0.080 1.106 3.229
H4 -3.152 -0.708 1.052

Cartesian forces (eV/Å) of the 3 atoms listed first:
Au 0.496 -0.930 0.708
O -1.897 1.364 3.647
O -2.883 -1.837 -0.169



No. 7
Molecular formula: C8H16N3
Method: DFT, ωB97M-V/def2-TZVPD

* ΔE to the lowest compared entry with this formula, charge and spin: 143.6 kcal/mol
* E_LUMO: -2.4420 eV
* HOMO: -11.402 eV
* frontier orbital gap: 8.960 eV
* charge: +1
* calculated total energy: -13013.1987 eV

Geometry (Å):
N1 -4.191 0.790 0.371
N2 1.407 0.172 -0.980
N3 -0.611 -0.397 0.651
C1 -1.690 0.384 -0.123
C2 0.834 -0.591 0.046
C3 -4.102 -0.355 -0.550
C4 -3.018 -0.184 0.385
C5 4.508 0.730 0.069
C6 -0.174 -1.682 0.040
C7 2.142 0.088 0.337
C8 3.532 -0.424 0.162
H1 -4.077 0.106 -1.549
H2 0.934 0.998 -1.311
H3 -4.897 -1.119 -0.516
H4 -1.671 1.436 0.094
H5 -0.597 -2.024 -0.890
H6 3.570 -0.978 -0.797
H7 4.634 1.148 1.097
H8 3.980 1.564 -0.386
H9 -0.283 -2.407 0.735
H10 -1.651 0.361 -1.152
H11 5.472 0.450 -0.407
H12 -4.877 0.756 1.109
H13 2.049 1.030 0.939
H14 3.777 -1.086 1.039
H15 -0.862 -0.486 1.666
H16 -4.137 1.718 -0.079

Cartesian forces (eV/Å) of the 3 atoms listed first:
N 0.073 0.979 0.193
N -0.392 -0.803 0.623
N -0.395 1.298 -1.574



No. 8
Molecular formula: C5H11NO
Method: DFT, ωB97M-V/def2-TZVPD

* ΔE to the lowest compared entry with this formula, charge and spin: 1.4 kcal/mol
* E_LUMO: 0.8631 eV
* SMILES string: CCCNC(C)=O
* HOMO: -9.635 eV
* frontier orbital gap: 10.498 eV
* calculated total energy: -8901.6358 eV

Geometry (Å):
O1 1.480 1.396 -0.097
N1 0.506 -0.442 0.782
C1 -1.542 0.909 0.251
C2 -0.623 0.310 1.317
C3 1.516 0.196 0.130
C4 2.707 -0.644 -0.290
C5 -2.075 -0.128 -0.733
H1 -1.197 -0.373 1.953
H2 2.626 -1.710 -0.059
H3 -2.453 -1.015 -0.209
H4 -1.289 -0.456 -1.421
H5 -2.373 1.395 0.779
H6 0.580 -1.429 0.971
H7 2.857 -0.518 -1.365
H8 3.592 -0.237 0.209
H9 -0.998 1.695 -0.281
H10 -0.237 1.116 1.953
H11 -2.895 0.278 -1.333

Cartesian forces (eV/Å) of the 3 atoms listed first:
O 0.023 -0.286 0.105
N 0.106 0.048 -0.073
C -0.007 0.061 0.005